(1)
# C2HF

2 unconnected molecules or ions with the total composition C2HF (ωB97M-V with the def2-TZVPD basis set, the OMol25 dataset).

Cartesian coordinates (Å):
1 C -0.96448 0.08898 -0.12599
2 C 0.22920 0.13475 -0.08480
3 F 2.64959 0.04382 -0.07551
4 H -1.91432 -0.26754 0.28630

Computed properties:
net charge	0
E	-4798.067	eV
energy above the lowest of the compared OMol25 structures with the same formula, charge and spin	578.2	kJ/mol
frontier orbital gap (spin up / spin down)	7.14 / 7.30	eV

(2)
# C43H67CsN5O4SbSi3

A molecular structure, C43H67CsN5O4SbSi3 (ωB97M-V with the def2-TZVPD basis set, the OMol25 dataset).

Cartesian coordinates (Å):
1 Cs 0.85460 0.35685 -0.45418
2 C -0.03449 -3.71294 1.06539
3 N -0.86656 -2.75651 1.76365
4 C -0.26267 -2.21526 2.97547
5 C 0.80785 -1.16074 2.67822
6 C 2.24367 -1.66732 2.51449
7 N 3.16945 -0.54778 2.37838
8 C 4.06325 -0.55721 1.48073
9 C 4.40460 -1.57212 0.43796
10 C 5.73185 -1.98369 0.40572
11 C 6.19528 -2.90962 -0.51557
12 C 5.29417 -3.41722 -1.44717
13 C 3.98013 -3.00606 -1.46569
14 C 3.48654 -2.05065 -0.54734
15 O 2.28546 -1.59601 -0.59336
16 C -2.23970 -3.21379 1.89815
17 C -3.00440 -2.97672 0.59627
18 C -3.23232 -1.48494 0.33813
19 N -3.15103 -1.16994 -1.08028
20 C -2.35502 -0.22040 -1.38307
21 C -2.10939 0.25009 -2.75182
22 C -2.82341 -0.27113 -3.83308
23 C -2.60957 0.15633 -5.12558
24 C -1.64500 1.14669 -5.34960
25 C -0.92597 1.68989 -4.31808
26 C -1.12655 1.27029 -2.96670
27 O -0.43003 1.72991 -2.00807
28 H 0.21931 -4.58304 1.70153
29 H 0.87893 -3.24428 0.70994
30 H -0.54557 -4.07461 0.17342
31 H 0.14071 -3.01420 3.63037
32 H -1.06809 -1.73788 3.53743
33 H 0.80897 -0.38789 3.44451
34 H 0.48323 -0.71817 1.74300
35 H 2.34122 -2.38072 1.69780
36 H 2.52867 -2.17899 3.44418
37 H 4.74507 0.29816 1.50452
38 H 6.41760 -1.56118 1.13550
39 H 7.23260 -3.22145 -0.50999
40 H 5.62879 -4.14341 -2.18113
41 H 3.29169 -3.38975 -2.20978
42 H -2.70350 -2.64773 2.71198
43 H -2.28873 -4.27885 2.19324
44 H -3.94631 -3.53156 0.58322
45 H -2.40875 -3.37521 -0.22689
46 H -2.48322 -0.91143 0.90559
47 H -4.21376 -1.17533 0.71917
48 H -1.79809 0.30792 -0.59415
49 H -3.56007 -1.03872 -3.62629
50 H -3.16500 -0.27874 -5.94652
51 H -1.45318 1.48930 -6.36246
52 H -0.17353 2.44900 -4.48977
53 C -2.17547 4.44806 -0.14104
54 Sb -0.59984 3.24538 0.82269
55 C -1.47496 3.07308 2.73279
56 C -0.44566 2.66710 3.59625
57 C -0.58793 2.34412 4.98573
58 C 0.47287 1.87276 5.70630
59 C 1.73146 1.72590 5.09922
60 C 1.82530 2.13546 3.78277
61 N 0.81793 2.61236 3.06864
62 Si -3.23905 2.63672 3.00632
63 C -4.15393 2.28938 1.37702
64 C -3.46606 1.02221 4.00466
65 C -4.26990 3.95809 3.91339
66 C 1.00982 4.89567 0.77018
67 C 2.29716 4.15345 0.51673
68 C 3.55892 4.67963 0.83934
69 C 4.70996 4.01058 0.47636
70 C 4.62615 2.79761 -0.19673
71 C 3.34958 2.31943 -0.43351
72 N 2.24363 2.97250 -0.11950
73 Si 0.79168 5.91570 -0.86310
74 C 2.43126 6.72278 -1.41655
75 C -0.39752 7.39908 -0.71622
76 C 0.30602 4.79738 -2.29770
77 Si 1.05236 6.08484 2.26835
78 C 1.63260 7.86738 1.85555
79 C 2.28259 5.61081 3.63877
80 C -0.66572 6.33623 2.99701
81 H -2.52162 3.93155 -1.03449
82 H -1.87540 5.45008 -0.42529
83 H -3.00814 4.57081 0.55470
84 H -1.54102 2.49335 5.47514
85 H 0.32599 1.63179 6.75597
86 H 2.59810 1.33886 5.61701
87 H 2.77759 2.06433 3.26107
88 H -3.53482 1.89041 0.57326
89 H -4.66397 3.16564 0.97638
90 H -4.91725 1.53579 1.59307
91 H -2.75980 0.25799 3.67814
92 H -4.47764 0.65090 3.81130
93 H -3.35768 1.13004 5.08157
94 H -4.23115 4.90122 3.36690
95 H -3.87153 4.14239 4.91164
96 H -5.31703 3.65991 4.01264
97 H 3.63147 5.62520 1.35727
98 H 5.67498 4.43948 0.72598
99 H 5.49675 2.22317 -0.48096
100 H 3.19786 1.34252 -0.90148
101 H 2.86126 7.41442 -0.69689
102 H 2.18273 7.29050 -2.32006
103 H 3.19175 5.99335 -1.68775
104 H -1.01676 7.41638 0.17682
105 H -1.06978 7.38898 -1.57564
106 H 0.17371 8.32812 -0.74648
107 H 0.35944 3.73144 -2.09192
108 H 0.98511 5.00898 -3.12923
109 H -0.71194 4.99295 -2.63972
110 H 2.65743 7.92059 1.49186
111 H 1.60816 8.39852 2.81332
112 H 0.99483 8.41400 1.16164
113 H 3.05802 6.37759 3.70618
114 H 2.75986 4.65160 3.49464
115 H 1.76592 5.56847 4.60037
116 H -1.29297 6.95928 2.35825
117 H -0.53483 6.86574 3.94543
118 H -1.18393 5.39737 3.18400
119 O 1.04706 -1.41540 -3.09408
120 H 0.45377 -0.66344 -2.96357
121 H 1.51000 -1.57406 -2.23888
122 O -1.20769 -3.32026 -2.58744
123 H -0.43903 -2.74695 -2.79584
124 H -1.88682 -2.68891 -2.30694

Computed properties:
net charge	-2
E	-92040.622	eV
frontier orbital gap	4.96	eV

(3)
# C49H41IN10OSeTi

A molecular structure, C49H41IN10OSeTi (ωB97M-V with the def2-TZVPD basis set, the OMol25 dataset).

Cartesian coordinates (Å):
1 Ti 0.49483 0.44306 -1.22423
2 C -5.24581 2.67884 -3.31847
3 C -5.41386 1.36303 -3.73881
4 C -4.38158 0.44615 -3.65031
5 C -3.18418 0.88720 -3.11140
6 C -1.92898 0.20804 -2.85498
7 N -1.65859 -1.00168 -3.28498
8 C -0.54155 -1.64451 -3.03314
9 C -0.15242 -2.84625 -3.74735
10 C -0.74502 -3.53812 -4.78777
11 C -0.04664 -4.61062 -5.31761
12 C 1.20601 -4.97602 -4.82619
13 C 1.79586 -4.29557 -3.77302
14 C 1.10161 -3.22309 -3.23442
15 C 1.41979 -2.23473 -2.21843
16 N 2.54033 -2.24877 -1.52748
17 C 2.93351 -1.24495 -0.77393
18 N 2.32409 -0.03846 -0.61461
19 C 3.10320 0.74702 0.17715
20 N 2.90490 2.00327 0.50694
21 C 1.87837 2.72338 0.10628
22 N 0.84235 2.32294 -0.67311
23 C -0.02463 3.35612 -0.83525
24 N -1.17362 3.33232 -1.48402
25 C -1.67792 2.26995 -2.07813
26 N -1.08149 1.05676 -2.22056
27 C -3.01744 2.20828 -2.65291
28 C -4.05200 3.12231 -2.77082
29 C 0.48171 4.51745 -0.11997
30 C 0.00899 5.80530 0.06476
31 C 0.75750 6.66564 0.85152
32 C 1.94598 6.25377 1.45102
33 C 2.42294 4.96606 1.28391
34 C 1.68700 4.10878 0.48443
35 C 4.25151 -0.01794 0.62525
36 C 5.28500 0.27081 1.49936
37 C 6.19981 -0.73600 1.74821
38 C 6.11725 -1.97418 1.11421
39 C 5.09730 -2.26451 0.22697
40 C 4.15030 -1.27912 0.00843
41 N 0.41784 -1.32260 -2.12323
42 H -6.07372 3.36266 -3.42393
43 H -6.36435 1.05652 -4.15089
44 H -4.49840 -0.57527 -3.97251
45 H -1.71687 -3.24033 -5.15043
46 H -0.46812 -5.16790 -6.14323
47 H 1.72290 -5.80405 -5.28924
48 H 2.77020 -4.56105 -3.39481
49 H -3.92305 4.14359 -2.45228
50 H -0.92023 6.11009 -0.38741
51 H 0.42364 7.68119 1.00235
52 H 2.50148 6.95649 2.05476
53 H 3.33463 4.63412 1.75508
54 H 5.35877 1.24180 1.96230
55 H 6.99703 -0.56828 2.45545
56 H 6.86577 -2.72077 1.33195
57 H 5.02555 -3.21790 -0.27144
58 C 0.75617 -4.78126 0.16877
59 N -0.16393 -4.45332 1.21984
60 C -0.08052 -4.82275 2.53669
61 C -1.12227 -4.25371 3.18915
62 N -1.84309 -3.53901 2.27024
63 C -2.97320 -2.69180 2.51129
64 C -1.24843 -3.65887 1.06006
65 Se -1.82862 -2.89103 -0.47464
66 H 1.40674 -5.59208 0.48930
67 H 1.36616 -3.91388 -0.09997
68 H 0.18799 -5.07376 -0.71498
69 H 0.69692 -5.46114 2.90343
70 H -1.40891 -4.31454 4.21868
71 H -2.67903 -1.64621 2.37793
72 H -3.33861 -2.84877 3.52296
73 H -3.75841 -2.91989 1.78828
74 I 1.88309 1.16105 -3.64341
75 C 1.13835 -0.68163 4.16226
76 C 1.40452 -0.35412 2.67905
77 C 1.05421 -1.61298 1.89659
78 C 0.60640 0.89480 2.33549
79 C 0.90201 2.02043 3.09186
80 C 0.06622 3.11559 3.10300
81 C -1.16417 2.99431 2.48934
82 C -1.47907 1.93740 1.64410
83 C -2.94576 1.85061 1.22768
84 C -3.29489 0.69004 0.29159
85 C -3.50809 3.17435 0.69103
86 C -0.46391 0.96427 1.39781
87 O -0.40917 0.22576 0.29244
88 H 1.71609 -1.55473 4.46307
89 H 0.08227 -0.91021 4.30301
90 H 1.39078 0.14724 4.81774
91 H 2.47363 -0.14002 2.56631
92 H 0.07167 -1.94569 2.21327
93 H 1.77588 -2.39895 2.12063
94 H 1.02656 -1.46030 0.81934
95 H 1.81189 2.03140 3.67343
96 H 0.32915 4.00927 3.64794
97 H -1.89888 3.76548 2.65519
98 H -3.47770 1.67012 2.17681
99 H -2.46991 0.45000 -0.37001
100 H -4.15914 0.92950 -0.32557
101 H -3.52452 -0.21489 0.84891
102 H -2.99238 3.50245 -0.20462
103 H -3.42692 3.96684 1.43124
104 H -4.56462 3.04437 0.45847

Computed properties:
net charge	0
E	-164995.291	eV
energy above the lowest of the compared OMol25 structures with the same formula, charge and spin	124.7	kJ/mol
frontier orbital gap (spin up / spin down)	4.47 / 4.48	eV

(4)
# C2H4FIO

A single C2H4FIO molecule (ωB97M-V with the def2-TZVPD basis set, the OMol25 dataset).

Cartesian coordinates (Å):
1 C -1.18379 -0.28423 0.42359
2 C 0.91884 0.18218 -0.37338
3 O 0.22666 -0.70315 0.38231
4 F 0.79818 1.48259 0.01681
5 I 2.99985 -0.35838 -0.13053
6 H -1.83825 -1.02454 0.70078
7 H -1.43791 -0.10591 -0.55838
8 H -1.39227 0.53861 1.02233
9 H 0.90869 0.27284 -1.48350

Computed properties:
net charge	0
E	-15003.176	eV
SMILES string	CO[C@@H](F)I
energy above the lowest of the compared OMol25 structures with the same formula, charge and spin	56.8	kJ/mol
frontier orbital gap	10.07	eV